{"formula": "C96H219N13O20", "method": "wB97M-V/def2-TZVPD", "e_above_lowest_ev": 4.247, "homo_energy_ev": -7.59, "largest_force_ha_per_bohr": 0.0602, "e_lumo_ha": 0.0186, "energy_ha": -6004.923487, "species": ["C", "C", "C", "C", "C", "C", "N", "O", "C", "C", "C", "H", "H", "H", "H", "H", "H", "H", "H", "H", "H", "H", "H", "H", "H", "H", "H", "H", "H", "H", "C", "C", "C", "C", "C", "C", "N", "O", "C", "C", "C", "H", "H", "H", "H", "H", "H", "H", "H", "H", "H", "H", "H", "H", "H", "H", "H", "H", "H", "H", "C", "C", "C", "C", "C", "C", "N", "O", "C", "C", "C", "H", "H", "H", "H", "H", "H", "H", "H", "H", "H", "H", "H", "H", "H", "H", "H", "H", "H", "H", "C", "C", "C", "C", "C", "C", "N", "O", "C", "C", "C", "H", "H", "H", "H", "H", "H", "H", "H", "H", "H", "H", "H", "H", "H", "H", "H", "H", "H", "H", "C", "C", "C", "C", "C", "C", "N", "O", "C", "C", "C", "H", "H", "H", "H", "H", "H", "H", "H", "H", "H", "H", "H", "H", "H", "H", "H", "H", "H", "H", "C", "C", "C", "C", "C", "C", "N", "O", "C", "C", "C", "H", "H", "H", "H", "H", "H", "H", "H", "H", "H", "H", "H", "H", "H", "H", "H", "H", "H", "H", "C", "O", "C", "C", "N", "C", "C", "O", "C", "H", "H", "H", "H", "H", "H", "H", "H", "H", "H", "H", "H", "H", "H", "H", "C", "O", "C", "C", "N", "C", "C", "O", "C", "H", "H", "H", "H", "H", "H", "H", "H", "H", "H", "H", "H", "H", "H", "H", "C", "O", "C", "C", "N", "C", "C", "O", "C", "H", "H", "H", "H", "H", "H", "H", "H", "H", "H", "H", "H", "H", "H", "H", "C", "O", "C", "C", "N", "C", "C", "O", "C", "H", "H", "H", "H", "H", "H", "H", "H", "H", "H", "H", "H", "H", "H", "H", "C", "O", "C", "C", "N", "C", "C", "O", "C", "H", "H", "H", "H", "H", "H", "H", "H", "H", "H", "H", "H", "H", "H", "H", "C", "O", "C", "C", "N", "C", "C", "O", "C", "H", "H", "H", "H", "H", "H", "H", "H", "H", "H", "H", "H", "H", "H", "H", "C", "O", "C", "C", "N", "C", "C", "O", "C", "H", "H", "H", "H", "H", "H", "H", "H", "H", "H", "H", "H", "H", "H", "H"], "positions_angstrom": [[-2.24027, 3.43007, -9.57423], [-2.69883, 2.79808, -8.25458], [-2.25680, 1.26593, -8.14098], [-0.78466, 1.03303, -7.91082], [-0.38931, 1.66722, -6.61759], [-0.74618, 3.25297, -6.56431], [-2.19178, 3.45078, -7.01838], [-2.58708, 4.80158, -6.96688], [-0.55098, 3.56493, -5.04848], [0.33385, 4.07169, -7.37582], [-4.21304, 2.77103, -8.21636], [-1.18073, 3.18232, -9.63811], [-2.19001, 4.51723, -9.51387], [-2.91018, 2.97970, -10.30669], [-2.79783, 0.56244, -7.50814], [-2.38530, 0.80109, -9.11849], [-0.07045, 1.36982, -8.66220], [-0.65916, -0.04952, -7.89003], [0.68595, 1.54256, -6.48957], [-1.07041, 1.20559, -5.90268], [0.45766, 3.61632, -4.63847], [-1.05640, 4.51811, -4.89323], [-1.21142, 2.96572, -4.42168], [-0.16377, 4.84460, -7.96156], [1.06136, 4.55730, -6.72544], [0.91432, 3.37988, -7.98620], [-4.41476, 2.15309, -7.34140], [-4.51648, 2.15560, -9.06328], [-4.83231, 3.66781, -8.19631], [-3.35417, 4.77897, -6.39011], [0.86516, -6.90557, -8.22876], [0.36879, -5.91229, -7.19812], [1.47282, -5.95069, -6.16494], [1.41673, -4.67337, -5.33787], [1.69836, -3.44710, -6.16345], [0.52550, -3.32353, -7.24789], [0.23445, -4.58339, -7.92607], [-0.93987, -4.53121, -8.75091], [-0.66650, -2.59195, -6.59740], [1.18995, -2.43720, -8.31700], [-0.92631, -6.38056, -6.52825], [1.69829, -6.43093, -8.74713], [0.09306, -7.26302, -8.91010], [1.17174, -7.87094, -7.82605], [1.33489, -6.69925, -5.38473], [2.50641, -6.09216, -6.48083], [2.15476, -4.74866, -4.53928], [0.45053, -4.53226, -4.85347], [2.66037, -3.52685, -6.66967], [1.77192, -2.61392, -5.46451], [-0.21173, -1.73727, -6.09660], [-1.23660, -2.16022, -7.42002], [-1.26503, -3.19343, -5.91323], [0.68555, -2.57265, -9.27374], [1.27878, -1.38891, -8.03190], [2.19960, -2.76976, -8.55808], [-1.72133, -6.24578, -7.26166], [-1.32997, -5.67960, -5.79763], [-0.89448, -7.40606, -6.16023], [-0.63163, -4.83275, -9.60862], [0.19823, 1.26407, 7.91725], [0.09449, -0.25084, 8.15156], [-1.32473, -0.63394, 7.67280], [-1.59963, -2.14674, 7.47849], [-0.62850, -2.73706, 6.57305], [0.84866, -2.38300, 7.02231], [1.09581, -0.93706, 7.37820], [2.43252, -0.63320, 7.71362], [1.33647, -3.37610, 8.15088], [1.66580, -2.68591, 5.71520], [0.25200, -0.52264, 9.68685], [0.00979, 1.49258, 6.86826], [1.19779, 1.61489, 8.17396], [-0.54506, 1.82668, 8.48214], [-2.00993, -0.39279, 8.48548], [-1.70916, -0.05409, 6.83370], [-2.59566, -2.13542, 7.03590], [-1.50274, -2.66489, 8.43255], [-0.96147, -2.37020, 5.60214], [-0.66396, -3.82579, 6.61176], [1.53176, -4.38805, 7.79604], [2.19560, -3.13525, 8.77696], [0.47565, -3.43678, 8.81678], [2.72801, -2.77287, 5.94376], [1.27387, -3.56418, 5.20223], [1.59369, -1.86866, 4.99757], [0.14993, -1.57713, 9.94323], [-0.55663, -0.05609, 10.24948], [1.13837, -0.11775, 10.17523], [2.65075, -0.04758, 6.98491], [6.63124, -4.11805, 1.64001], [6.19146, -2.96914, 2.60489], [7.31335, -2.55253, 3.57855], [8.33966, -1.55665, 3.11929], [7.63848, -0.38751, 2.52019], [6.61527, -0.68240, 1.39225], [5.71754, -1.78398, 1.86102], [4.79480, -2.19194, 0.92451], [5.62749, 0.54116, 1.22785], [7.34847, -0.81850, 0.06925], [5.04317, -3.50404, 3.58794], [5.77775, -4.46885, 1.05985], [7.04668, -4.92560, 2.24281], [7.51834, -3.94468, 1.03083], [6.87502, -2.36996, 4.55969], [7.91304, -3.44523, 3.75617], [8.91118, -2.03483, 2.32380], [9.04790, -1.20597, 3.86996], [8.50064, 0.08787, 2.05243], [7.23211, 0.41935, 3.13007], [5.01817, 0.33743, 0.34732], [4.90864, 0.75613, 2.01850], [6.21981, 1.42754, 1.00072], [6.62969, -1.16635, -0.67269], [7.72103, 0.13624, -0.30193], [8.10674, -1.59993, 0.01919], [5.37193, -4.34804, 4.19431], [4.21709, -3.89338, 2.99288], [4.60994, -2.71101, 4.19746], [4.04841, -1.63560, 1.15900], [7.32264, 3.22767, -7.24483], [6.29164, 2.95493, -6.12455], [4.90179, 3.25221, -6.67942], [3.61992, 2.89191, -5.79985], [3.73384, 1.36846, -5.54783], [5.13071, 0.80985, -5.02893], [6.26462, 1.50372, -5.75257], [7.48041, 0.90129, -5.60314], [5.15836, 0.91318, -3.45702], [5.11682, -0.67523, -5.26493], [6.59218, 3.89896, -4.89487], [6.94487, 2.94005, -8.22599], [8.23595, 2.67762, -7.01810], [7.49274, 4.29898, -7.35184], [4.92161, 4.31448, -6.92294], [4.81523, 2.69350, -7.61132], [2.70856, 3.08562, -6.36553], [3.67843, 3.44759, -4.86396], [3.50434, 0.81054, -6.45566], [2.91171, 1.11202, -4.87966], [6.07506, 0.46258, -3.07660], [5.06888, 1.95786, -3.15911], [4.27196, 0.43936, -3.03524], [4.30130, -1.21503, -4.78365], [5.06036, -0.98423, -6.30869], [6.03149, -1.12353, -4.87698], [5.77070, 3.91766, -4.17869], [6.73858, 4.94469, -5.16530], [7.45686, 3.56132, -4.32354], [7.41283, 0.19834, -6.25345], [-2.78030, 4.33706, 7.38934], [-4.08474, 3.60740, 7.05953], [-5.08687, 3.94596, 8.17586], [-5.76851, 5.34003, 8.01463], [-6.39680, 5.41914, 6.56552], [-5.41118, 5.10779, 5.43685], [-4.61735, 3.85748, 5.70061], [-3.70986, 3.59790, 4.69415], [-6.17825, 4.78690, 4.09756], [-4.54722, 6.38915, 5.25177], [-3.95636, 2.15901, 7.25704], [-2.31008, 4.05800, 8.33227], [-2.83620, 5.42562, 7.39512], [-2.12983, 4.10171, 6.54696], [-5.89979, 3.23703, 8.33294], [-4.56377, 3.95085, 9.13213], [-5.05595, 6.13639, 8.22948], [-6.54247, 5.50884, 8.76336], [-6.75110, 6.44508, 6.46546], [-7.26401, 4.76258, 6.49502], [-6.73849, 3.85593, 4.18442], [-6.96768, 5.53178, 3.99734], [-5.54350, 4.72058, 3.21394], [-3.72291, 6.31253, 4.54273], [-5.16511, 7.24576, 4.98246], [-4.07236, 6.65867, 6.19515], [-4.83100, 1.67310, 6.82461], [-3.83181, 1.94861, 8.31926], [-3.06202, 1.84085, 6.72129], [-2.98361, 4.17245, 4.94724], [-11.14035, -4.63285, -1.28805], [-10.06168, -4.30789, -0.34491], [-9.31568, -5.46965, 0.00939], [-8.18863, -5.06388, 0.94814], [-7.31500, -4.18202, 0.26340], [-6.12039, -3.74164, 0.92411], [-5.30269, -2.97141, -0.14130], [-5.85868, -1.77781, -0.52030], [-5.70653, -0.77144, 0.40134], [-10.69396, -5.22893, -2.08399], [-11.59050, -3.74605, -1.73421], [-11.95308, -5.16592, -0.79468], [-8.78332, -5.92778, -0.82416], [-9.92027, -6.25151, 0.46904], [-7.64563, -5.92584, 1.33580], [-8.56321, -4.50461, 1.80547], [-7.62489, -3.46929, -0.38164], [-5.50687, -4.57813, 1.25874], [-6.32561, -3.07799, 1.76409], [-5.23828, -3.59583, -1.03240], [-4.26763, -2.75880, 0.12618], [-6.66718, -0.62594, 0.89538], [-5.48190, 0.13444, -0.16171], [-4.97295, -1.06810, 1.15097], [0.89051, -2.09146, -2.55350], [0.94088, -1.49098, -1.26533], [2.07441, -0.64198, -1.11366], [1.83675, 0.10231, 0.17763], [1.96669, -0.83371, 1.37962], [1.86693, -0.12598, 2.68007], [0.48820, 0.51333, 2.86594], [-0.43574, -0.49742, 2.42153], [-1.73632, -0.17913, 2.78800], [0.07645, -2.81439, -2.50092], [1.84008, -2.55278, -2.82482], [0.55731, -1.32545, -3.25372], [2.22961, 0.11547, -1.88196], [3.02766, -1.16542, -1.04008], [0.95408, 0.72906, 0.05045], [2.66111, 0.81173, 0.25006], [1.07632, -1.30877, 1.33872], [2.46193, 0.75215, 2.93103], [1.98162, -0.80890, 3.52183], [0.48862, 1.33632, 2.15126], [0.21525, 0.87450, 3.85748], [-2.01923, 0.82152, 2.46127], [-2.00833, -0.31550, 3.83467], [-2.37938, -0.79669, 2.16096], [-2.99660, -1.84647, -3.71524], [-3.16115, -0.73163, -2.83779], [-2.35132, 0.47963, -3.02354], [-2.07676, 1.07171, -1.64293], [-3.21288, 1.92401, -1.35735], [-3.38624, 2.43055, 0.01800], [-4.46155, 3.55608, -0.02737], [-5.65219, 3.08765, -0.68580], [-6.80598, 3.92068, -0.49526], [-2.47720, -2.59781, -3.12041], [-2.48565, -1.59131, -4.64363], [-3.98577, -2.16324, -4.04586], [-2.79407, 1.13451, -3.77402], [-1.39145, 0.13715, -3.41014], [-1.17113, 1.67321, -1.56463], [-2.03489, 0.29455, -0.87980], [-4.03778, 1.45332, -1.70101], [-2.43960, 2.86354, 0.34123], [-3.57581, 1.63848, 0.74243], [-4.12850, 4.51643, -0.42094], [-4.73263, 3.78820, 1.00255], [-7.53773, 3.62228, -1.24600], [-6.59485, 4.98533, -0.59547], [-7.13573, 3.71619, 0.52334], [-1.49020, -3.45582, 0.50532], [-2.52487, -3.93226, 1.28686], [-2.07167, -4.18689, 2.60555], [-3.27036, -4.30596, 3.54537], [-3.89877, -3.02201, 3.71780], [-4.96967, -3.08943, 4.67469], [-5.25121, -1.63405, 5.06165], [-5.78356, -0.93802, 3.92664], [-5.82217, 0.49504, 4.05927], [-1.38805, -2.41102, 0.79867], [-1.69911, -3.38059, -0.56183], [-0.51256, -3.91454, 0.65326], [-1.47565, -3.35832, 2.98808], [-1.28937, -4.94577, 2.59131], [-3.00226, -4.64231, 4.54691], [-3.95483, -5.07357, 3.18430], [-3.94884, -2.38858, 2.93272], [-4.66719, -3.66918, 5.54675], [-5.82561, -3.57662, 4.20768], [-4.31948, -1.21722, 5.44405], [-5.99109, -1.61096, 5.86175], [-4.83015, 0.94640, 4.07606], [-6.37792, 0.75082, 4.96139], [-6.27111, 0.87051, 3.13972], [-1.59481, 5.66352, 2.93347], [-1.20158, 4.74338, 3.98468], [0.19545, 4.55907, 4.07218], [0.26429, 3.45953, 5.04114], [1.57874, 2.93550, 5.16280], [2.56337, 3.90549, 5.62023], [3.90831, 3.06305, 5.67732], [3.77682, 1.86187, 6.36035], [4.67931, 0.81253, 6.04744], [-1.24265, 5.22994, 1.99747], [-1.14571, 6.64675, 3.07367], [-2.67408, 5.80840, 2.88557], [0.71119, 5.48894, 4.31188], [0.50928, 4.24309, 3.07731], [-0.51239, 2.73008, 4.81141], [0.00923, 3.89980, 6.00510], [1.73775, 2.13200, 5.75374], [2.34855, 4.14813, 6.66094], [2.67425, 4.78222, 4.98215], [4.60849, 3.61150, 6.30743], [4.29217, 2.86055, 4.67745], [4.53118, 0.62956, 4.98316], [4.48143, -0.09683, 6.61489], [5.69890, 1.17552, 6.17697], [3.31569, 4.27571, 1.78942], [2.44234, 4.20221, 0.69811], [2.91389, 4.61130, -0.63275], [1.88732, 4.24978, -1.68594], [0.71752, 5.16160, -1.78894], [-0.18634, 5.04361, -0.66086], [-1.28313, 6.11515, -0.65801], [-0.75528, 7.39045, -0.30220], [-1.81604, 8.39068, -0.26003], [3.71814, 5.22928, 2.13125], [4.17971, 3.66824, 1.52005], [2.87017, 3.90954, 2.71437], [3.72602, 3.91211, -0.83192], [3.21641, 5.65808, -0.66122], [1.51748, 3.22956, -1.58352], [2.25849, 4.25535, -2.71078], [1.00352, 6.11515, -1.95936], [0.26285, 5.00425, 0.33150], [-0.74337, 4.12104, -0.82418], [-2.17194, 5.92934, -0.05503], [-1.68324, 6.16803, -1.67054], [-2.38680, 8.38185, -1.18861], [-1.33799, 9.36667, -0.17635], [-2.50299, 8.21010, 0.56677], [6.39605, -3.98154, -5.05196], [6.07957, -4.55653, -3.77654], [5.35001, -3.77063, -2.85982], [4.86705, -4.63650, -1.67235], [3.80728, -5.41599, -2.16972], [3.11632, -6.17667, -1.19210], [1.92252, -6.86245, -1.92458], [1.76182, -8.24197, -1.71170], [1.25190, -8.59572, -0.50617], [5.45694, -3.71862, -5.53883], [7.00240, -4.69888, -5.60501], [6.94560, -3.04145, -5.10022], [4.43877, -3.52560, -3.40545], [5.88315, -2.88582, -2.51201], [4.35097, -4.02092, -0.93559], [5.67828, -5.22310, -1.24117], [4.12746, -5.92443, -2.98156], [2.71801, -5.53755, -0.40408], [3.75849, -6.96469, -0.79873], [1.90577, -6.66077, -2.99563], [0.96215, -6.39667, -1.70361], [2.09665, -8.68440, 0.17693], [0.78339, -9.57943, -0.53647], [0.58424, -7.81423, -0.14341]], "mulliken_charge": [-1.763, 1.796, -1.880, 0.126, 0.111, 2.236, 0.672, -0.531, -2.463, -1.967, -1.895, 0.349, 0.324, 0.420, 0.483, 0.520, 0.455, -0.560, -0.367, -0.151, 0.093, 0.722, 0.352, 0.409, 0.496, 0.343, 0.421, 0.433, 0.377, 0.347, -1.939, 2.013, -1.733, 0.622, -1.199, 1.810, 0.417, -0.549, -1.508, -1.707, -1.908, 0.456, 0.407, 0.375, 0.483, 0.367, -0.631, 0.033, 0.558, 0.059, 0.392, 0.515, 0.200, 0.503, 0.122, 0.356, 0.424, 0.261, 0.450, 0.367, -1.791, 1.693, -0.046, -1.392, -0.751, 1.800, 1.499, -0.626, -1.870, -1.613, -1.881, -0.213, 0.520, 0.445, 0.500, -0.706, 0.234, 0.506, -0.352, 0.675, 0.448, 0.295, 0.409, 0.574, 0.525, -0.530, 0.320, 0.457, 0.352, 0.201, -1.723, 1.518, -1.367, -0.878, -1.365, 2.075, 0.083, 1.211, -1.512, -1.733, -2.186, 0.186, 0.559, 0.416, 0.529, 0.376, 0.424, 0.412, 0.311, 0.444, -0.161, -0.150, 0.682, 0.069, 0.484, 0.414, 0.487, 0.297, 0.445, -0.362, -1.898, 1.479, -1.661, 1.427, -1.743, 3.123, 0.716, -0.535, -1.995, -2.753, -1.524, 0.407, 0.409, 0.391, 0.529, 0.361, -0.905, -0.313, 0.495, 0.283, 0.625, 0.265, 0.034, 0.059, 0.524, 0.713, 0.188, 0.447, 0.349, 0.340, -0.830, 1.925, -1.377, -0.882, -1.247, 1.877, -0.110, 1.079, -1.766, -1.403, -1.985, 0.494, 0.266, -0.547, 0.458, 0.490, 0.368, 0.490, 0.423, 0.381, 0.337, 0.441, -0.031, -0.113, 0.519, 0.387, 0.310, 0.511, 0.012, -0.213, -0.730, -0.311, -0.617, -0.650, -0.098, -0.320, -0.620, -0.480, -0.361, 0.316, 0.242, 0.278, 0.356, 0.464, 0.317, 0.325, 0.310, 0.308, 0.026, 0.369, 0.245, 0.338, -0.017, 0.132, -0.230, 0.269, -0.383, -0.183, 0.685, 0.131, -0.690, 0.182, 0.420, 0.122, -0.140, 0.039, 0.094, 0.100, 0.220, 0.219, -0.256, -0.042, -0.716, 0.076, 0.522, 0.210, -0.295, -0.504, -0.309, -0.281, -0.855, 1.132, -0.268, 0.360, 0.000, -0.328, -0.810, 0.084, -0.160, 0.477, 0.434, 0.174, -0.438, -0.217, 0.451, 0.303, -0.281, 0.447, -0.496, 0.230, 0.318, 0.257, -0.712, -0.323, -0.183, -1.104, 1.833, -1.286, -0.143, -0.300, -0.858, 0.189, 0.182, 0.548, -0.208, 0.615, 0.428, 0.223, -0.898, 0.499, 0.263, -0.123, 0.600, 0.329, 0.378, 0.270, -0.570, -0.329, -0.445, -1.211, 2.015, -0.839, -0.868, -0.313, -0.877, -0.140, 0.250, 0.248, 0.550, -0.094, 0.528, -0.034, -0.618, 0.422, 0.394, 0.421, 0.397, 0.208, 0.383, 0.436, -0.554, 0.117, -0.842, 0.051, -0.128, 0.238, -0.593, -0.436, -0.796, 0.323, 0.186, -0.096, 0.417, 0.239, -0.188, 0.107, 0.396, 0.043, 0.049, -0.026, 0.703, 0.344, 0.277, 0.245, -0.378, -0.491, 0.391, -0.074, 0.083, -0.671, 0.102, -0.465, -0.603, -0.034, 0.364, 0.274, -0.483, 0.355, -0.353, 0.427, 0.288, 0.274, 0.443, -0.350, 0.344, 0.273, 0.256, 0.228]}